{
  "formula": "C5H15NO2",
  "method": "ωB97M-V/def2-TZVPD",
  "total_charge": 0,
  "relative_energy_kj_mol": 580.2,
  "lumo_ev": -2.88,
  "e_homo_ev": -7.994,
  "species": ["C", "C", "C", "C", "C", "N", "H", "H", "H", "H", "H", "H", "H", "H", "H", "H", "H", "H", "H", "O", "H", "H", "O"],
  "positions_angstrom": [[0.23653, 0.25823, -1.90516], [-0.39920, -0.91622, -1.12067], [-1.62304, -0.58469, -0.42502], [-1.64334, 0.16318, 0.76378], [-2.74416, 0.24385, 1.53330], [0.51742, -1.51238, -0.20655], [0.60494, 0.99666, -1.19125], [1.10154, -0.10333, -2.46648], [-0.52751, 0.69217, -2.55569], [-0.62403, -1.60210, -1.94292], [-2.53656, -1.15946, -0.59286], [0.42520, 2.95434, -0.85808], [-0.73591, 0.68160, 1.09109], [-2.72205, 0.85866, 2.41995], [-3.63476, -0.33568, 1.30317], [0.08098, -1.93176, 0.60166], [1.39138, -0.91736, -0.02416], [1.92237, 0.75944, 0.72077], [1.73267, 1.38726, 2.24600], [1.31770, 1.32540, 1.38600], [0.59727, 3.49373, -1.34869], [3.62518, -0.28566, 0.06790], [2.72488, -0.05547, -0.16256]],
  "atomic_forces_ev_per_a": [[0.0, 0.4, 0.6], [0.3, -0.3, -2.3], [-0.1, -0.7, 1.4], [0.6, 0.8, 0.4], [-0.1, -0.3, -0.3], [-0.1, 0.5, 0.5], [-0.1, 0.0, -0.2], [-0.2, -0.1, 0.1], [0.3, 0.0, -0.1], [-0.4, -0.4, 0.1], [0.0, 0.3, -0.5], [0.1, 0.3, -0.1], [0.1, 0.0, -0.2], [-0.2, 0.0, 0.1], [0.0, 0.2, 0.1], [0.2, -0.2, 0.1], [0.3, -0.3, 0.0], [0.6, 0.3, 0.8], [0.3, -0.1, -0.1], [-0.8, -0.1, -0.5], [-0.1, -0.1, 0.2], [0.0, 0.0, 0.2], [-0.7, 0.0, -0.2]]
}

---

{
  "formula": "C34H71Cl14F3O3P",
  "method": "ωB97M-V/def2-TZVPD",
  "total_charge": -1,
  "relative_energy_kj_mol": 645.1,
  "lumo_ev": 1.58,
  "e_homo_ev": -4.948,
  "species": ["C", "C", "C", "C", "C", "C", "C", "C", "C", "C", "C", "C", "C", "P", "C", "O", "C", "C", "O", "C", "C", "C", "O", "C", "F", "F", "F", "H", "H", "H", "H", "H", "H", "H", "H", "H", "H", "H", "H", "H", "H", "H", "H", "H", "H", "H", "H", "H", "H", "H", "H", "H", "H", "H", "H", "H", "H", "H", "H", "H", "H", "H", "H", "H", "H", "H", "H", "H", "H", "H", "Cl", "C", "C", "Cl", "H", "H", "H", "H", "Cl", "C", "C", "Cl", "H", "H", "H", "H", "Cl", "C", "C", "Cl", "H", "H", "H", "H", "Cl", "C", "C", "Cl", "H", "H", "H", "H", "Cl", "C", "C", "Cl", "H", "H", "H", "H", "Cl", "C", "C", "Cl", "H", "H", "H", "H", "Cl", "C", "C", "Cl", "H", "H", "H", "H"],
  "positions_angstrom": [[7.75070, 0.13642, -2.02786], [6.62534, 0.83703, -1.00903], [6.10957, 2.19988, -1.76655], [4.48993, 2.39923, -1.59581], [4.09755, 3.74869, -0.74262], [2.79118, 4.48264, -1.43190], [1.50378, 4.57374, -0.39107], [0.69937, 5.97115, -0.79148], [-0.48858, 6.23822, 0.33257], [-1.97306, 6.04428, -0.35369], [-2.95579, 5.01006, 0.45100], [-2.42454, 3.42403, 0.42102], [-2.44019, 2.99559, -1.17721], [-2.70175, 1.10202, -1.47028], [-4.37507, 1.54018, -2.28468], [-5.00190, 0.40277, -3.03865], [-6.28411, 0.92708, -3.54962], [-7.60067, 0.51480, -2.66432], [-2.96709, -0.62534, -1.57454], [-3.83165, -1.13798, -0.50879], [-3.08980, -1.53444, 0.89464], [-2.02131, -2.81160, 0.75210], [-4.17316, -2.06767, 1.78836], [-0.90159, 0.67407, -0.88229], [-0.67729, -0.77262, -1.25845], [-0.70848, 0.78215, 0.57724], [0.15004, 1.42188, -1.64973], [8.53701, -0.47045, -1.40360], [8.34156, 1.00725, -2.58978], [7.16388, -0.55118, -2.79941], [5.74452, 0.05166, -0.85994], [7.09070, 1.07586, 0.04175], [6.31196, 2.04522, -2.92839], [6.74350, 3.15116, -1.45829], [4.06898, 1.42970, -1.07883], [4.02125, 2.43007, -2.67710], [3.85666, 3.52512, 0.38243], [5.00828, 4.48398, -0.81876], [3.07587, 5.58517, -1.74683], [2.40386, 3.91464, -2.40194], [1.82067, 4.55651, 0.74482], [0.72954, 3.69720, -0.59383], [1.47158, 6.87474, -0.75831], [0.28995, 5.81913, -1.88324], [-0.34165, 7.33769, 0.73763], [-0.42899, 5.50738, 1.24762], [-1.86847, 5.78271, -1.49778], [-2.50476, 7.11173, -0.30311], [-3.09603, 5.39265, 1.57307], [-4.00698, 5.02294, -0.09579], [-1.33745, 3.43964, 0.85375], [-3.18968, 2.83974, 1.08530], [-1.44606, 3.41330, -1.63721], [-3.31016, 3.66148, -1.65196], [-3.23711, 1.04561, -0.13754], [-2.12302, 1.16876, -2.82064], [-5.12117, 2.07602, -1.55954], [-4.12938, 2.32691, -3.14976], [-6.48660, 0.52242, -4.65266], [-6.27264, 2.10738, -3.65519], [-7.74315, 1.15129, -1.67748], [-7.68738, -0.64394, -2.42907], [-8.54955, 0.77779, -3.33906], [-4.79310, -0.46380, -0.29197], [-4.29314, -2.15779, -0.92773], [-2.63818, -0.62346, 1.48096], [-2.24325, -3.46523, -0.20431], [-2.07625, -3.53818, 1.67885], [-0.91721, -2.40744, 0.70035], [-4.46494, -1.26712, 2.35250], [-0.38101, -3.09622, 3.78786], [0.77614, -4.39208, 4.18032], [0.56870, -5.62761, 3.31977], [-0.95807, -6.46285, 3.69797], [0.67940, -4.62223, 5.24584], [1.77729, -3.98402, 4.00988], [1.37516, -6.34556, 3.49964], [0.56595, -5.38063, 2.25354], [6.56978, 0.40126, -5.42222], [6.14907, 1.66308, -6.60674], [6.95385, 2.93586, -6.40063], [6.50982, 3.77669, -4.89480], [5.07324, 1.85052, -6.53528], [6.35707, 1.24803, -7.59787], [6.76177, 3.63412, -7.22144], [8.02899, 2.73308, -6.37236], [-5.19659, 3.20632, 1.37016], [-6.79564, 2.68231, 1.95387], [-6.72561, 2.05689, 3.33737], [-5.88103, 0.48903, 3.32545], [-7.21464, 1.98836, 1.21866], [-7.43003, 3.57378, 1.98047], [-7.73682, 1.86880, 3.71189], [-6.21605, 2.71204, 4.05080], [0.19392, -7.41996, 0.68350], [1.66343, -8.27962, 0.16025], [2.50353, -8.74978, 1.33639], [3.24673, -7.39259, 2.21806], [2.22946, -7.61407, -0.49877], [1.33288, -9.14099, -0.42850], [3.32288, -9.38153, 0.97896], [1.91075, -9.33329, 2.04772], [1.69392, -9.28467, -2.98708], [3.16343, -10.14432, -3.51033], [4.00353, -10.61449, -2.33420], [4.74673, -9.25729, -1.45252], [3.72946, -9.47877, -4.16936], [2.83288, -11.00570, -4.09909], [4.82288, -11.24623, -2.69163], [3.41075, -11.19800, -1.62287], [-2.68988, 0.40350, 5.65934], [-2.80359, -1.36009, 5.88090], [-3.40413, -1.73255, 7.22654], [-2.32188, -1.32819, 8.58186], [-1.80211, -1.78316, 5.75556], [-3.43695, -1.73986, 5.07312], [-3.57645, -2.81263, 7.27053], [-4.36143, -1.22922, 7.39415], [1.59432, 4.93757, 4.12908], [1.09004, 3.26366, 3.78847], [2.26962, 2.30626, 3.74283], [3.31866, 2.59718, 2.33339], [0.53302, 3.26204, 2.84645], [0.40435, 2.97097, 4.58973], [1.90914, 1.27589, 3.66173], [2.88444, 2.38050, 4.64524]],
  "atomic_forces_ev_per_a": [[-0.1, 0.5, 0.6], [0.6, -0.2, -0.8], [-0.4, -0.8, -0.7], [0.4, -0.1, 0.2], [-0.3, 0.0, -1.2], [-0.6, -0.1, 0.6], [-0.4, 0.7, -1.2], [0.6, -0.7, 1.5], [-0.3, 0.2, -0.9], [-0.5, 1.1, 0.5], [0.2, -0.1, -0.3], [-0.3, 2.0, -0.7], [0.5, 2.2, 0.9], [-1.0, 0.7, -0.9], [-0.8, 0.9, -1.6], [-2.2, 2.7, 0.4], [-0.8, -0.2, -0.7], [-0.9, 0.2, -0.4], [-2.1, -0.2, 1.8], [-0.5, -1.1, -0.7], [0.0, -0.9, 0.3], [0.2, 0.3, -0.1], [0.3, 2.5, 0.6], [1.7, -1.8, -0.3], [1.3, 4.0, 1.6], [0.6, -0.3, -3.5], [-2.0, -2.0, 2.7], [-1.6, 0.9, -1.4], [-1.3, -2.0, 1.1], [1.5, 1.5, 1.6], [1.8, 1.9, -0.3], [-0.9, -0.5, -2.0], [-0.4, 0.3, 2.6], [-1.4, -2.0, -0.4], [0.7, 2.0, -1.0], [0.8, 0.1, 2.2], [0.7, 0.5, -2.6], [-1.7, -1.4, 0.3], [-0.6, -2.2, 0.6], [1.0, 1.2, 2.1], [-0.5, 0.2, -2.3], [1.8, 1.6, 0.5], [-1.6, -1.9, -0.2], [0.7, 0.5, 2.2], [-0.5, -2.2, -0.7], [0.2, 1.3, -1.8], [-0.3, 0.3, 2.4], [1.0, -2.2, -0.3], [0.3, -0.7, -2.4], [2.1, 0.1, 1.2], [-2.0, -0.4, -0.7], [2.5, 0.7, -1.5], [-1.8, -0.9, 0.7], [1.8, -1.5, 0.9], [0.2, 0.0, 0.1], [0.0, -0.4, 0.6], [1.0, -1.1, -1.1], [-0.4, -1.3, 1.8], [0.6, 0.6, 2.3], [0.1, -2.3, 0.3], [0.6, -1.4, -1.9], [0.5, 2.5, -0.4], [1.9, -0.5, 1.4], [2.2, -1.1, -0.3], [1.0, 2.1, 0.9], [-0.5, -1.7, -1.6], [0.4, 1.5, 1.8], [-0.2, 1.7, -1.8], [-2.3, -0.8, -0.1], [0.6, -2.0, -1.6], [0.1, 0.0, 0.1], [0.2, -0.2, 0.1], [0.3, 0.3, 0.1], [-0.1, 0.1, 0.1], [-0.1, 0.0, -0.2], [-0.2, -0.1, -0.1], [-0.3, 0.3, 0.0], [-0.1, 0.0, 0.4], [0.0, 0.1, 0.0], [-0.1, 0.2, -0.2], [0.1, -0.1, -0.3], [0.0, 0.0, -0.1], [0.3, 0.0, 0.1], [0.0, 0.1, 0.2], [-0.1, -0.2, 0.1], [-0.3, 0.0, 0.1], [-1.2, -0.2, 0.4], [-0.2, 0.0, 0.0], [-0.2, 0.3, 0.0], [-0.1, 0.0, 0.1], [0.2, 0.0, 0.2], [0.1, -0.2, 0.1], [0.2, 0.0, -0.1], [0.0, -0.2, -0.2], [0.0, -0.2, -0.2], [0.2, -0.1, 0.0], [-0.2, -0.4, -0.2], [0.2, -0.1, -0.1], [-0.1, -0.1, 0.2], [0.1, 0.2, 0.3], [-0.1, 0.2, 0.0], [0.0, 0.3, -0.1], [0.1, 0.0, -0.3], [0.2, -0.2, -0.1], [-0.1, -0.3, -0.2], [0.0, 0.0, 0.0], [-0.1, -0.1, 0.2], [0.1, 0.1, 0.2], [-0.1, 0.2, 0.0], [0.1, 0.2, -0.1], [0.0, 0.1, 0.0], [0.0, -0.3, 0.0], [-0.3, -0.1, -0.4], [0.0, 0.1, 0.1], [-0.2, 0.2, 0.1], [0.1, 0.0, 0.2], [0.1, 0.2, -0.1], [0.3, 0.0, 0.0], [0.1, 0.1, 0.0], [-0.2, -0.4, -0.1], [-0.2, -0.1, 0.3], [-0.1, -0.2, 0.4], [0.2, 0.0, 0.1], [0.2, 0.0, -0.1], [-0.1, 0.2, -0.1], [-0.1, 0.1, -0.2]]
}